The following is a DFT calculation (ωB97M-V with the def2-TZVPD basis set) of the molecule C2N2S at a distorted geometry.

Calculated values
max |F| = 3.3 eV/Å
SMILES string = N#CN=C=S
HOMO-LUMO gap = 10.04 eV

The geometry in ORCA input format:
```
! RIJCOSX wB97M-V def2-TZVPD def2/J DEFGRID3
* xyz 0 1
N 0.4665 -1.4775 -1.8799
C 0.4695 -0.6876 -1.0031
N 0.4578 0.2120 0.0031
C -0.2233 0.7046 0.8594
S -1.1706 1.2485 2.0205
*
```

---

The following is a DFT calculation (ωB97M-V with the def2-TZVPD basis set) of a cluster of 4 separate species, C44H90N5O16P4S2 in total at a distorted geometry.

Calculated values
max |F| = 8.7 eV/Å
HOMO-LUMO gap = 6.45 eV

The geometry in ORCA input format:
```
! RIJCOSX wB97M-V def2-TZVPD def2/J DEFGRID3
* xyz 1 1
C -3.7365 -5.6560 -7.7871
C -2.2795 -5.6989 -7.1539
C -1.9497 -4.3962 -6.2767
C -0.7976 -4.7894 -5.2664
C -1.2675 -5.1587 -3.8018
C -2.1295 -4.0806 -3.0669
C -1.3878 -2.8402 -2.7324
C 0.1199 -2.6053 -3.0829
C 0.3526 -1.5651 -4.2722
O -0.7584 -0.7105 -4.5334
C -1.4876 -1.0621 -5.7195
C -1.7715 0.2035 -6.6452
C -2.0325 -1.7122 -1.9811
C -1.2367 -0.4410 -1.5971
C -0.7869 -0.4378 -0.0537
N -0.2622 0.9153 0.2309
C -3.4639 -1.9458 -1.6124
C -4.1465 -0.7910 -0.8083
C -5.0131 0.1485 -1.7873
C -4.5498 0.0083 -3.2981
O -4.7276 1.5237 -1.4129
C -4.1362 -3.1982 -1.9732
C -5.6046 -3.3439 -1.4938
C -6.5654 -3.0647 -2.7496
C -8.0977 -3.2803 -2.4095
S -9.1090 -2.1041 -3.4323
C -9.0639 -2.7503 -5.1342
S -9.5926 -4.3112 -5.3600
N -8.5766 -2.0113 -6.2504
C -8.8464 -2.3679 -7.5637
C -8.1601 -1.4320 -8.4391
N -7.5187 -0.5559 -7.5262
C -7.7264 -0.8547 -6.2379
N -3.4927 -4.2348 -2.6840
P -4.2423 -5.7649 -3.1076
N -4.1361 -5.9335 -4.6652
O -3.4470 -6.9937 -2.2728
O -5.8308 -5.9301 -2.7459
H -4.3469 -6.5250 -7.4400
H -4.2217 -4.7063 -7.4203
H -3.6365 -5.6230 -8.9091
H -1.5142 -5.7803 -7.9829
H -2.1032 -6.6156 -6.5123
H -2.8834 -4.0030 -5.8017
H -1.6343 -3.6244 -7.0401
H -0.0067 -4.0017 -5.3254
H -0.3228 -5.7282 -5.6828
H -1.6990 -6.1850 -3.8481
H -0.3215 -5.2621 -3.1860
H 0.6870 -3.5333 -3.3339
H 0.5940 -2.1729 -2.1531
H 1.1932 -0.8879 -3.9271
H 0.7587 -2.0973 -5.1745
H -2.5112 -1.4105 -5.3751
H -0.9895 -1.8155 -6.3770
H -2.3882 0.9837 -6.1381
H -2.2976 -0.2105 -7.5547
H -0.7874 0.5971 -7.0360
H -0.3128 -0.2598 -2.1901
H -1.9483 0.4305 -1.6874
H -1.6352 -0.6952 0.6338
H 0.0234 -1.2110 0.0476
H -0.9755 1.5082 0.6637
H 0.5557 0.8654 0.8470
H -4.8064 -1.1722 0.0258
H -3.4125 -0.1094 -0.3021
H -6.1105 -0.0154 -1.6332
H -5.0446 0.8565 -3.8603
H -4.8732 -0.9560 -3.7698
H -3.4385 0.1802 -3.3760
H -3.9139 1.7254 -1.9153
H -5.8240 -4.3449 -1.0178
H -5.9193 -2.5930 -0.7238
H -6.4506 -1.9573 -2.9486
H -6.2358 -3.5998 -3.6764
H -8.3525 -4.3345 -2.6961
H -8.2927 -3.1264 -1.3187
H -9.4404 -3.2139 -7.9723
H -8.1360 -1.4074 -9.5454
H -7.3189 -0.3503 -5.3381
H -3.5619 -6.7631 -4.8689
H -2.5654 -6.6626 -1.9974
H -6.0370 -6.8268 -2.4087
O 6.0454 4.5391 -0.5424
P 4.5774 4.2073 -0.4011
O 3.9863 5.7400 -0.1898
C 4.3538 6.7907 -1.0778
C 3.2993 6.9904 -2.1501
O 4.6073 3.7225 1.1703
C 5.8004 3.1838 1.7390
C 6.5494 4.2549 2.5079
O 2.9890 3.6285 -0.4043
C 2.2355 3.6189 -1.6099
C 3.0092 3.0917 -2.8007
H 5.3279 6.6152 -1.5372
H 4.4327 7.6995 -0.4773
H 3.2880 6.1462 -2.8448
H 3.5061 7.8943 -2.7273
H 2.3036 7.0743 -1.7097
H 6.4294 2.7295 0.9708
H 5.5072 2.3837 2.4230
H 6.7041 5.1529 1.9079
H 7.5205 3.8860 2.8421
H 5.9744 4.5617 3.3851
H 1.8403 4.6192 -1.8004
H 1.3711 2.9721 -1.4346
H 3.8886 3.7101 -3.0133
H 2.3778 3.0818 -3.6913
H 3.3640 2.0760 -2.6100
O -0.6041 -4.1565 6.3563
P 0.5041 -3.3485 5.7203
O 0.6352 -4.1821 4.2900
C -0.5156 -4.4746 3.5127
C -0.6984 -3.4518 2.4065
O 1.7661 -4.0221 6.5254
C 1.5798 -4.5855 7.8235
C 1.4022 -6.0887 7.7257
O 1.6413 -2.2411 5.1420
C 1.2239 -1.1438 4.3416
C -0.0014 -0.4361 4.8822
H -1.4183 -4.5322 4.1238
H -0.3559 -5.4599 3.0684
H -0.9862 -2.4809 2.8192
H -1.4866 -3.7688 1.7173
H 0.2277 -3.3143 1.8434
H 0.7384 -4.1162 8.3367
H 2.4734 -4.3625 8.4103
H 0.6310 -6.3597 7.0032
H 1.1377 -6.5126 8.6959
H 2.3286 -6.5564 7.3836
H 1.0714 -1.4809 3.3128
H 2.0582 -0.4383 4.3161
H -0.8658 -1.1091 4.9276
H -0.2639 0.4117 4.2460
H 0.1806 -0.0714 5.8951
O 8.2404 7.3647 8.6944
P 7.2776 6.9149 7.6191
O 6.0592 6.3448 8.5874
C 5.5495 7.1347 9.6559
C 4.2925 7.8729 9.2352
O 7.9988 5.4810 7.2578
C 9.3980 5.3036 7.4657
C 9.6504 4.6021 8.7869
O 6.3082 6.6105 6.2704
C 5.3702 7.5880 5.8378
C 5.9375 8.9916 5.8030
H 6.2916 7.8410 10.0317
H 5.3078 6.4478 10.4700
H 4.5274 8.6572 8.5109
H 3.8194 8.3470 10.0982
H 3.5757 7.1928 8.7705
H 9.9257 6.2578 7.4129
H 9.7768 4.6858 6.6480
H 9.1319 5.0928 9.6116
H 10.7179 4.5712 9.0128
H 9.2742 3.5768 8.7474
H 4.4742 7.5328 6.4601
H 5.0638 7.3043 4.8276
H 6.2607 9.3181 6.7983
H 5.1872 9.6971 5.4414
H 6.8088 9.0382 5.1461
*
```

---

The following is a DFT calculation (ωB97M-V with the def2-TZVPD basis set) of a cluster of 2 separate species, C2H5NO3 in total at a distorted geometry.

Calculated values
max |F| = 4.2 eV/Å
SMILES string = C=CN=O.OO
HOMO-LUMO gap (spin up / spin down) = 8.54 / 8.54 eV

The geometry in ORCA input format:
```
! RIJCOSX wB97M-V def2-TZVPD def2/J DEFGRID3
* xyz 0 1
C -0.6440 0.2014 -1.4871
C 0.5316 0.4992 -0.9294
N 0.6061 1.1997 0.5786
O -0.4070 1.4005 1.1428
H -1.4108 -0.2792 -0.8825
H -0.8209 0.2868 -2.5546
H 1.2828 0.9531 -1.5757
O 0.9310 -1.2278 1.2988
O -0.4573 -1.3631 1.6570
H 0.8375 -0.7917 0.2513
H -0.4491 -0.8791 2.5008
*
```

---

The following is a DFT calculation (ωB97M-V with the def2-TZVPD basis set) of a cluster of 3 separate species, C21H37ClINO5 in total.

Calculated values
max |F| = 1.0 eV/Å
SMILES string = N#CO[C@@H]1OC(=O)O[C@]1(CCCCl)CC(=O)I.CCCCCC.CCCCCC
HOMO-LUMO gap = 10.31 eV

The geometry in ORCA input format:
```
! RIJCOSX wB97M-V def2-TZVPD def2/J DEFGRID3
* xyz 0 1
N 0.5885 5.1893 6.0978
C 0.0284 4.5664 5.3170
O -0.6342 3.8619 4.4307
C -1.5032 2.8876 4.9551
O -2.3924 3.4029 5.9258
C -3.0331 2.2837 6.3906
O -4.1114 2.2666 6.8644
O -2.2394 1.2100 6.2003
C -0.9444 1.6272 5.6177
C -0.5274 0.5343 4.6373
C 0.0372 1.0321 3.2989
C 0.5714 -0.1375 2.4839
Cl 1.8080 0.4270 1.3195
C -0.0412 1.8466 6.8542
C 1.4290 1.5356 6.6262
O 2.2187 2.3255 6.2399
I 2.1144 -0.4655 7.1179
H -2.1089 2.5602 4.1090
H -1.4220 -0.0569 4.4424
H 0.1915 -0.1429 5.0832
H -0.7634 1.4985 2.7249
H 0.8103 1.7835 3.4452
H 1.0488 -0.8883 3.1044
H -0.2243 -0.5698 1.8870
H -0.4195 1.2098 7.6481
H -0.0802 2.8898 7.1612
C 3.6125 -2.8829 -0.7850
C 2.9951 -2.6239 -2.1561
C 1.4870 -2.3826 -2.1035
C 0.6643 -3.5562 -1.5702
C 0.8373 -4.8646 -2.3390
C 0.4021 -4.7731 -3.7988
H 3.2087 -3.7861 -0.3246
H 4.6930 -3.0106 -0.8625
H 3.4214 -2.0434 -0.1132
H 3.2232 -3.4575 -2.8259
H 3.4682 -1.7421 -2.5963
H 1.1353 -2.1160 -3.1041
H 1.2917 -1.5080 -1.4737
H -0.3934 -3.2725 -1.5878
H 0.9104 -3.7269 -0.5181
H 0.2485 -5.6394 -1.8411
H 1.8782 -5.1952 -2.2878
H -0.6447 -4.4712 -3.8737
H 0.5087 -5.7376 -4.2966
H 1.0017 -4.0502 -4.3537
C 0.0029 1.9445 -2.3161
C -0.0410 0.9008 -3.4284
C -0.1277 1.5033 -4.8295
C -1.3834 2.3353 -5.0949
C -2.7015 1.5918 -4.8866
C -2.8782 0.3940 -5.8153
H -0.9031 2.5524 -2.2941
H 0.1012 1.4628 -1.3414
H 0.8564 2.6131 -2.4449
H -0.8796 0.2191 -3.2589
H 0.8625 0.2892 -3.3717
H -0.0615 0.6971 -5.5655
H 0.7495 2.1358 -4.9980
H -1.3428 2.7034 -6.1249
H -1.3734 3.2254 -4.4597
H -3.5236 2.2931 -5.0514
H -2.7873 1.2635 -3.8471
H -2.8247 0.7026 -6.8613
H -3.8469 -0.0813 -5.6559
H -2.1107 -0.3631 -5.6478
*
```

---

The following is a DFT calculation (ωB97M-V with the def2-TZVPD basis set) of a cluster of 2 separate species, C2H6NP in total at a distorted geometry.

Calculated values
max |F| = 3.1 eV/Å
HOMO-LUMO gap (spin up / spin down) = 8.09 / 8.70 eV

The geometry in ORCA input format:
```
! RIJCOSX wB97M-V def2-TZVPD def2/J DEFGRID3
* xyz 0 1
C -1.0138 -0.3406 -0.5708
C 0.3445 -0.4348 -1.2641
N 0.0864 -1.1143 -0.0421
P 1.0707 0.3862 2.1688
H -1.0857 0.5975 0.0010
H -1.8600 -0.7894 -0.9979
H 0.4182 -1.1021 -2.2026
H 0.9303 0.4756 -1.2117
H -0.2837 0.6902 2.5843
H 1.3933 1.6317 1.5350
*
```

---

The following is a DFT calculation (ωB97M-V with the def2-TZVPD basis set) of a cluster of 2 separate species, C3H8NO2 in total at a distorted geometry.

Calculated values
max |F| = 1.4 eV/Å
HOMO-LUMO gap = 9.17 eV

The geometry in ORCA input format:
```
! RIJCOSX wB97M-V def2-TZVPD def2/J DEFGRID3
* xyz 1 1
C 1.6305 -1.1210 -0.3658
C 0.3245 -0.6057 -0.0579
C -1.0695 -0.4303 -0.3618
N -1.8731 0.1663 0.6368
O 1.0415 -0.9049 0.9512
O 1.4198 1.6195 0.2117
H 1.7781 -2.1626 -0.6247
H 2.4140 -0.4203 -0.6295
H -1.2855 -1.5238 -0.5402
H -1.2148 0.0557 -1.3319
H -2.8587 0.1820 0.4247
H 1.6424 2.0581 1.0421
H -1.6860 -0.1241 1.5859
H 1.0693 2.2997 -0.3733
*
```